1.
Computed, not measured: a molecular structure, C47H47GeN2O9RbS4SeTe, with wB97M-V/def2-TZVPD.

Structure (ORCA input):
```
! RIJCOSX wB97M-V def2-TZVPD def2/J DEFGRID3
* xyz -2 1
H 1.79548 4.89348 0.54689
H 0.09842 1.72849 -1.51796
C 1.45315 5.65913 1.22783
C -3.43215 2.53154 0.47884
C -3.16339 2.83011 -3.54139
H 3.60458 -3.56522 -5.46673
N -0.26904 1.81041 2.16449
H -2.13623 3.76484 -6.63535
C 4.77226 0.32350 -1.37512
C 0.56785 5.42568 2.24264
O 3.51263 0.84972 -3.59358
C -2.48057 0.61615 -1.45115
H 0.06515 3.30205 -5.58693
H -3.10025 3.56339 5.29244
H -4.31158 1.43465 5.48945
O 2.36093 1.35732 -1.51949
C 5.05733 -0.16599 -0.08419
C 0.03574 -3.41021 -0.83667
C -5.11905 -5.04667 2.23660
H 1.09980 -3.21955 -0.71946
C 7.39889 0.43405 -0.38842
C -2.31585 -1.63381 2.37691
C 7.11994 0.91201 -1.65426
Rb 0.72072 -0.16026 0.12917
O -3.69596 0.57388 -1.70139
C -1.28166 1.73884 3.04191
C -0.84929 3.18168 -5.01882
N -1.61782 -0.53006 2.35418
C -1.92814 2.57917 -2.94069
C -2.64772 3.01682 -0.56290
S 3.17030 0.38749 -2.26003
C 0.30608 2.96337 1.95679
H 3.11209 -3.83575 1.71902
C -3.46858 1.53196 4.81462
Ge 2.17955 -4.77049 -3.73567
H 2.93050 -5.41745 -1.38538
C 3.26304 -4.67736 -2.11704
H 3.23121 -3.68654 -1.66630
H 0.16373 -4.58212 4.80780
C -0.07420 4.16006 2.60850
C 5.81951 0.84836 -2.12965
H -4.27056 5.44937 1.99604
C -4.36905 -3.86937 1.97744
H 1.88366 -3.38519 -5.85050
S 0.22982 6.89163 3.09267
H -3.59731 1.46564 0.56512
C -1.07052 4.07118 3.55270
C -0.27511 -3.93968 4.04687
H -6.06440 -5.94458 4.00289
H 3.58488 -6.62990 -4.82955
H -0.04520 -5.59295 -2.72779
H 2.27040 -7.34514 -3.88656
C -3.81810 4.77173 1.28050
H -1.01179 -3.28718 4.51548
C 1.28546 7.79889 2.09507
H -1.41229 4.95032 4.08948
H -0.51915 -2.72458 -0.20194
H 2.55733 7.38628 0.40591
H -1.96953 -2.43760 1.73441
C -3.23693 3.25750 -4.85604
H 4.30403 -4.89425 -2.36890
H -4.70376 -0.89314 4.65518
O 3.11662 -1.88106 0.50250
H 7.90180 1.32991 -2.27806
C 2.34876 -4.30484 2.33488
Se -0.54647 -3.11961 -2.66589
C -4.19119 -3.09649 3.08960
C -3.45779 -1.83067 3.18451
H 1.10383 2.96683 1.22217
C -2.00203 0.48943 3.14291
S -4.95841 -3.81277 4.45713
C -2.80122 2.70069 4.70757
Te 1.21877 -2.69252 3.14333
O 2.61809 -0.95203 -2.22043
H -2.85698 6.33140 0.15863
H 2.80252 -4.89662 3.12695
C -3.03057 5.26521 0.24969
C -3.10218 0.39837 4.01253
C -1.70505 2.84345 3.79325
C -4.01557 3.40182 1.38961
C 6.37170 -0.09819 0.37437
C 2.61556 -3.38761 -5.03969
C -1.86955 2.09018 -1.49986
H -1.82816 4.77672 -1.45856
C -0.77295 2.75993 -3.69542
C -3.82945 -0.80167 4.01874
H -0.20772 -4.43238 -0.54446
S 3.92399 -0.86846 1.16921
H 5.58198 1.20892 -3.11977
C -5.49735 -5.15455 3.53873
H 2.61790 -2.41154 -4.55515
H -0.26825 -4.93398 -4.33615
H 1.94109 -6.65848 -5.48444
H -3.98902 -3.58986 1.00441
C -2.07806 3.43651 -5.60398
O -1.69892 -0.30989 -1.15344
O 3.13974 0.26623 1.63648
H 8.40562 0.46675 0.01236
H -4.20593 3.44462 -5.30491
C 0.23837 -4.76471 -3.38245
H -5.36295 -5.78082 1.48231
H -4.06086 2.65821 -2.96259
H 1.41815 8.85581 2.25791
O -0.55072 2.20245 -0.98062
O 4.79978 -1.42895 2.18629
H 1.70523 -4.92418 1.71174
H 0.20614 2.57737 -3.27120
C 1.86283 7.01561 1.14589
H -0.77333 -4.54495 3.29066
C -2.45416 4.39163 -0.66211
H -4.62152 3.00399 2.19590
H 6.57065 -0.48627 1.36277
C 2.52799 -6.53460 -4.57181
*
```

Output
ΔE to the lowest compared entry with this formula, charge and spin (kJ/mol): 92.78
Gap between HOMO and LUMO (eV): 6.2937
LUMO level (hartree): 0.1169
Energy (eV): -244066.870

Mulliken population analysis, charges in e, atoms 1 to 99: 0.571, -0.278, -0.430, -0.058, -0.299, 0.339, 0.742, 0.372, 0.017, 0.421, -0.788, -0.632, 0.435, 0.373, 0.381, -0.215, -0.275, 0.645, -0.590, -0.115, -0.581, -1.392, -0.629, 0.453, -0.786, -0.749, -0.854, 1.014, -0.419, -0.597, 0.447, -0.913, 0.114, -0.983, 0.469, 0.347, -0.753, -0.052, 0.462, 1.143, -0.678, 0.391, -0.681, 0.352, -0.223, 0.579, -1.144, -1.114, 0.421, 0.354, 0.359, 0.361, -0.648, 0.218, -0.362, 0.351, -0.934, 0.378, 0.417, -0.760, 0.422, 0.455, -0.170, 0.369, -0.865, -0.046, 0.283, 0.313, 0.136, -0.543, -0.151, -0.967, 0.413, 0.080, 0.395, 0.434, -0.800, 1.188, 1.152, -0.592, -0.630, -0.967, 2.506, 0.447, -0.247, -0.835, 0.509, 0.807, 0.530, -0.425, 0.192, 0.440, 0.347, 0.623, -0.384, -0.366, -0.523, 0.370, 0.370

---

2.
Computed, not measured: 2 unconnected molecules or ions with the total composition C7H19N2O2P at a distorted geometry, with wB97M-V/def2-TZVPD.

Structure (ORCA input):
```
! RIJCOSX wB97M-V def2-TZVPD def2/J DEFGRID3
* xyz 0 1
H -3.56348 0.05531 -2.06329
H 0.62851 -0.29044 2.67269
P -0.95373 1.22140 0.04368
H -3.33754 -1.75281 -0.44915
H 0.02675 -2.13161 -1.32192
C -3.89470 0.05291 -1.04612
H 2.45074 1.07975 -2.73642
O -1.60601 0.59434 1.42600
H 1.67940 -1.24581 0.35187
O -0.70119 2.68696 0.72797
C 0.57075 -1.21958 2.03505
H -1.07655 2.59885 1.62611
H 1.27120 -1.86978 2.33661
C 0.72514 -0.97161 0.55632
H -0.74383 -2.69655 0.30728
N 0.62462 0.45336 0.18760
C -0.38791 -1.77171 -0.29630
H 1.20316 2.11342 -0.66653
H 3.65038 1.86918 0.04965
C 2.90051 1.05861 0.25894
H 2.64040 1.11393 1.26364
H -0.40082 -1.59084 2.16704
H -2.40064 0.11111 1.28011
N -3.81129 -0.86618 -0.19219
H 3.57191 0.18143 -0.07643
H 0.95013 0.44628 -2.49094
H -4.43644 1.02962 -0.84036
H -1.28315 -1.07303 -0.49101
C 1.64942 1.01731 -0.67188
H 2.18206 -0.63843 -1.88648
C 1.87219 0.43461 -2.06154
*
```

Output
ΔE to the lowest compared entry with this formula, charge and spin (kJ/mol): 0.00
Gap between HOMO and LUMO (eV): 8.8426
LUMO level (hartree): 0.0339
Energy (eV): -23929.756

List of natural (NBO) charges in e, atom by atom: 0.153, 0.222, 1.486, 0.356, 0.217, -0.014, 0.227, -1.025, 0.194, -1.011, -0.603, 0.504, 0.198, -0.039, 0.208, -0.798, -0.637, 0.201, 0.212, -0.624, 0.222, 0.204, 0.512, -0.663, 0.195, 0.211, 0.164, 0.194, -0.032, 0.205, -0.640

---

3.
Computed, not measured: C14H20N2O3 in the gas phase at a distorted geometry, with wB97M-V/def2-TZVPD.

Structure (ORCA input):
```
! RIJCOSX wB97M-V def2-TZVPD def2/J DEFGRID3
* xyz 0 1
H -3.04185 2.86649 0.71152
H 0.77380 -1.28739 -0.97913
C -2.20269 0.91702 0.62984
C -5.57770 2.45609 -0.15695
H -5.63702 -0.24256 -0.63441
H 6.25890 -0.77089 0.36410
C -3.22566 1.82898 0.47289
O -3.03869 -2.92898 -0.76154
C -0.15953 -1.09243 0.93850
H 5.13768 -1.45402 -0.82448
C 5.02376 0.93955 -1.92684
C 5.07861 0.67832 -0.63406
H 5.02162 1.48249 0.09066
N -3.95149 -2.17950 -0.49568
C 2.97141 -1.34227 0.67164
N 4.33818 -1.03866 1.03832
H -1.25023 1.26653 0.99352
H 4.35951 -0.31868 1.75389
H 2.60309 0.39336 -0.54340
C -3.65751 -0.81913 -0.13887
O -1.46916 -1.39912 0.50170
C 0.70536 -0.53323 -0.19349
C 5.24281 -0.69551 -0.04505
H 0.20868 0.34145 -0.62090
C -4.68126 0.11270 -0.27858
H 2.03016 0.54914 1.11978
H 0.23464 -2.05353 1.27474
H -6.53956 1.96646 -0.27891
O -5.12609 -2.49602 -0.53128
H -5.62616 3.12220 0.70195
C 2.10527 -0.13718 0.27069
H 4.92461 1.94300 -2.30601
H -0.18219 -0.40548 1.79374
C -4.48605 1.44748 0.01873
H 2.52181 -1.84349 1.53414
C -2.38487 -0.43661 0.32958
H 3.00292 -2.05633 -0.15534
H -5.38732 3.06437 -1.04108
H 5.08215 0.15540 -2.66392
*
```

Output
ΔE to the lowest compared entry with this formula, charge and spin (kJ/mol): 575.89
Gap between HOMO and LUMO (eV): 8.7038
LUMO level (hartree): -0.0036
Energy (eV): -23961.189

List of natural (NBO) charges in e, atom by atom: 0.212, 0.213, -0.322, -0.622, 0.244, 0.206, -0.144, -0.355, -0.064, 0.195, -0.401, -0.189, 0.191, 0.527, -0.214, -0.614, 0.222, 0.348, 0.226, -0.051, -0.475, -0.427, -0.263, 0.210, -0.155, 0.188, 0.202, 0.220, -0.399, 0.218, -0.425, 0.199, 0.169, -0.059, 0.188, 0.402, 0.189, 0.220, 0.191

---

4.
Computed, not measured: C7H10 in the gas phase at a distorted geometry, with wB97M-V/def2-TZVPD.

Structure (ORCA input):
```
! RIJCOSX wB97M-V def2-TZVPD def2/J DEFGRID3
* xyz 0 1
H -1.88025 -0.70955 0.74256
H 0.96922 0.17627 0.23631
H 1.23701 -1.65232 -2.67708
H -0.70594 -1.30244 1.85248
C 0.37193 1.07945 2.70657
C 0.59214 -0.82109 -2.24622
C -0.26004 -0.98448 -1.07806
C 0.13119 -0.43308 0.09430
H 0.51262 2.06726 3.32572
C 0.57496 0.34625 -2.84256
H -0.95850 -1.84487 -1.11019
H 1.45690 0.75865 -3.43809
C -0.61897 0.83117 1.86754
H -1.39678 1.71109 1.60574
H 1.07308 0.29217 3.07433
H -0.26094 0.95289 -3.28152
C -0.83766 -0.46738 1.16818
*
```

Output
ΔE to the lowest compared entry with this formula, charge and spin (kJ/mol): 418.02
Gap between HOMO and LUMO (eV): 9.6350
LUMO level (hartree): 0.0345
Energy (eV): -7416.702

List of natural (NBO) charges in e, atom by atom: 0.225, 0.216, 0.214, 0.223, -0.426, -0.223, -0.231, -0.133, 0.213, -0.410, 0.201, 0.180, -0.166, 0.211, 0.194, 0.214, -0.501

---

5.
Computed, not measured: C7H7ClN2 in the gas phase at a distorted geometry, with wB97M-V/def2-TZVPD.

Structure (ORCA input):
```
! RIJCOSX wB97M-V def2-TZVPD def2/J DEFGRID3
* xyz 0 1
C -0.02825 -0.76697 0.24688
H 1.66099 2.84251 0.17797
C -0.75964 2.55192 -1.12316
C 1.74588 0.74696 0.71246
C -0.20002 1.30072 -1.11173
C -1.05241 0.19796 -0.34613
H -1.82283 -1.21811 -1.72747
C 1.23842 -0.60185 0.60465
N -1.24499 3.53425 -0.82781
Cl 0.32064 1.00372 -2.76029
H 2.59972 0.79110 1.43200
H -2.68496 0.21849 -1.55691
C 1.26837 1.84858 0.22452
N -2.06542 -0.49829 -1.13969
H 1.72718 -1.37400 1.07491
H -0.58536 -1.66411 0.52566
H -1.52371 0.79442 0.38001
*
```

Output
ΔE to the lowest compared entry with this formula, charge and spin (kJ/mol): 439.01
Gap between HOMO and LUMO (eV): 9.6400
LUMO level (hartree): 0.0069
Energy (eV): -22870.973

List of natural (NBO) charges in e, atom by atom: -0.123, 0.228, 0.197, -0.264, -0.150, -0.101, 0.379, -0.233, -0.308, 0.022, 0.225, 0.378, -0.082, -0.828, 0.220, 0.213, 0.227

---

6.
Computed, not measured: 7 unconnected molecules or ions with the total composition C27H40F7O22P2 at a distorted geometry, with wB97M-V/def2-TZVPD.

Structure (ORCA input):
```
! RIJCOSX wB97M-V def2-TZVPD def2/J DEFGRID3
* xyz 1 1
O 4.56070 7.13850 4.91385
H -7.92925 -3.92282 -1.26154
F 3.15201 3.26471 0.37050
H 5.28884 0.04223 2.40137
O 8.05205 -1.58063 -1.01229
H -0.70737 -2.91681 0.15038
C 2.99236 6.24730 2.03746
F 8.08908 2.10559 1.46261
F 3.29563 8.25675 0.80033
C 4.13602 7.03603 3.82151
O -1.13935 2.83005 -6.89957
H -6.55716 -5.20599 3.93036
C 4.74464 -0.57482 1.69596
O -7.26638 -3.83351 1.42458
H -1.63672 0.85551 2.84185
O -4.98293 -4.39469 7.77202
O 0.57356 4.20105 -6.37973
H 1.95994 6.59681 2.09900
H 9.59839 1.67374 0.22541
H 4.83882 7.03779 1.12364
H -1.84235 -3.90091 1.08469
C -8.07635 -2.94747 0.66133
O -5.06726 -4.32871 1.32477
C -0.77371 1.33886 -5.20964
H 3.05056 5.37908 1.39256
H 6.65248 2.00086 -0.56487
C 3.30413 -0.13398 1.56485
H 0.53503 -0.35531 0.37967
H -1.25500 3.26853 2.20636
C -1.60024 -2.89345 0.76848
C 0.78069 0.74350 -1.49855
C -1.46410 1.19126 1.82372
H 4.74119 -1.58683 2.08849
O 3.47571 5.93928 3.34219
H -2.54539 1.34974 -6.49378
H 0.22961 -1.26488 -1.05918
O -2.17170 0.27779 0.98431
H 1.55026 2.73999 -1.60386
H -7.45570 -3.96085 4.82794
H -3.53181 -1.92357 0.73064
P -1.70812 0.05749 -0.51789
H -2.91012 2.74429 2.18552
O 7.72875 0.57061 -1.59794
H -1.36466 -2.32362 1.66761
H -8.00982 -1.94638 1.09011
H 0.24605 0.86948 -2.42814
C -6.49731 -4.47250 4.72880
H 0.35846 -1.70581 -3.50991
O -2.43851 -1.27267 -0.93509
H 1.66541 2.14330 1.74456
H -0.38529 1.12960 1.66519
H 2.70494 -2.38403 -3.19053
O -1.99075 1.16404 -1.44012
F -9.35884 -3.36348 0.71312
H -2.02797 2.92524 0.64774
C 0.08328 -0.28661 -0.61275
C -1.95782 2.61596 1.68607
O -6.11110 -3.38375 -0.42436
H 2.53701 -3.68488 -4.38979
P 2.23104 2.02355 0.48012
C -6.05077 -3.89553 0.82125
C 0.31681 -4.38497 -2.80272
H 2.66080 -0.99062 1.39899
C -7.48226 -3.08620 -0.72442
O 3.14875 0.78742 0.41576
H 0.16092 2.60224 -0.54643
C -1.46893 1.48128 -6.54565
O -0.29169 -5.18273 -2.18230
O -0.18003 -3.64997 -3.84037
F -5.74930 -2.36641 3.89446
F 0.73653 -2.27875 -5.38700
H -7.55531 -2.18388 -1.32372
O -6.15613 -5.08733 5.97555
H -1.36965 1.64810 -4.34744
C 1.08175 2.10103 -0.85192
C 8.53396 1.47255 0.34916
H 5.24208 -0.58181 0.73248
C -2.78473 -2.29154 0.03705
H 8.06305 2.61882 -1.45840
C 0.70872 -2.57567 -4.06960
O 0.33184 2.20704 -5.34620
C 8.04400 -0.43316 -0.73904
C -5.36169 -3.50042 4.54442
C 2.03212 -3.13629 -3.59458
O -5.01279 -3.17009 5.87193
H 2.96854 0.34101 2.48465
O 8.33671 0.07815 0.49388
F -0.30857 0.07757 -4.99243
O 1.61011 -4.03611 -2.56413
C 3.91703 7.36803 1.60677
C -0.01892 3.19132 -6.23717
O 4.23319 7.97953 2.83941
H -4.49615 -3.91943 4.03015
H -3.26419 -3.08214 -0.52747
C 7.68305 1.79461 -0.86192
C -5.35302 -4.23808 6.66310
H -1.04899 0.79538 -7.28226
H 1.74968 0.31748 -1.76398
*
```

Output
Gap between HOMO and LUMO (eV): 9.2311
LUMO level (hartree): -0.1308
Energy (eV): -111289.926

List of Mulliken charges in e, atom by atom: -0.462, 0.292, -0.166, 0.375, -0.483, 0.156, -0.001, -0.269, -0.271, 0.619, -0.318, 0.216, -1.308, -0.287, 0.443, -0.472, -0.488, 0.282, 0.281, 0.297, 0.433, 0.299, -0.484, 0.227, -0.127, 0.047, -0.195, 0.529, 0.402, -1.062, -0.937, 0.425, 0.402, -0.310, 0.306, -0.522, -0.349, 0.483, 0.303, 0.133, 1.045, 0.337, -0.336, 0.290, 0.300, 0.215, -0.311, -0.161, -0.310, 0.142, -0.372, 0.269, -0.787, -0.280, 0.330, -0.091, -1.285, -0.331, 0.309, 0.684, 0.723, 0.655, 0.268, -0.484, -0.264, 0.432, -0.424, -0.489, -0.347, -0.302, -0.305, 0.279, -0.340, 0.281, -0.711, 0.275, 0.226, -0.118, 0.306, 0.910, -0.301, 0.680, 0.456, -0.440, -0.355, 0.484, -0.312, -0.187, -0.348, 0.296, 0.578, -0.301, 0.278, 0.368, -0.168, 0.530, 0.296, 0.778